C33H25F5ILiN7O4S | ωB97M-V/def2-TZVPD

Energy above the lowest of the compared OMol25 structures with the same formula, charge and spin, eV: 0.064
Highest occupied orbital energy, eV: -4.0219
Charge: -1
HOMO-LUMO gap, eV: 6.2

Positions of all 77 atoms, in Å:
Li 1.93199 -0.20307 -0.28879
C 0.06466 3.18243 -3.18204
C 0.78623 2.05442 -2.75894
N 0.51199 1.39164 -1.65984
C -0.51587 1.82219 -0.90370
C -1.30257 2.93034 -1.23101
C -0.98315 3.61683 -2.41233
C -2.36487 3.34071 -0.34739
C -2.59088 2.68015 0.80577
C -1.79322 1.54035 1.17311
C -1.95976 0.85234 2.38488
C -1.15130 -0.21689 2.66729
C -0.17427 -0.58557 1.72742
N 0.00210 0.05113 0.59146
C -0.78245 1.10106 0.32228
H 0.35320 3.69917 -4.08675
H 1.62061 1.68779 -3.34904
H -1.55571 4.49432 -2.68964
H -2.95978 4.20401 -0.61962
H -3.37220 3.00072 1.48498
H -2.71434 1.18807 3.08730
H -1.23221 -0.75949 3.59860
H 0.50835 -1.40558 1.91695
N 4.40963 -0.04923 -3.50366
C 3.73280 0.14084 -2.35562
O 2.74261 -0.51402 -2.06826
C 4.19785 1.18156 -1.36538
I 5.64809 2.58785 -2.03414
H 4.17170 -0.87122 -4.03246
H 5.30153 0.39269 -3.64828
H 4.62823 0.63265 -0.52487
H 3.35053 1.76533 -1.00286
O 4.90603 -1.41305 0.15711
N 4.03542 -1.74006 0.97077
O 2.99972 -1.00819 0.99295
F 3.68991 4.55420 6.18274
C 3.27146 4.17882 4.95483
C 2.03430 3.58869 4.77985
F 1.23938 3.38648 5.85101
C 1.61907 3.20941 3.51650
F 0.39691 2.64139 3.43365
C 2.38913 3.39036 2.36150
S 1.82946 2.91378 0.78955
C 3.63318 3.98805 2.59121
F 4.47362 4.21843 1.56507
C 4.07087 4.37640 3.84445
F 5.28004 4.95156 3.99757
C -5.03728 -1.81685 2.37479
C -4.39502 -1.90580 1.01780
C -3.76174 -3.06472 0.59446
C -3.13851 -3.15762 -0.64295
C -3.14474 -2.06454 -1.49971
N -2.57402 -2.05951 -2.79309
C -2.15555 -3.12516 -3.56684
O -2.40700 -3.18666 -4.75463
N -1.44638 -4.11925 -2.92394
C -0.44588 -3.96866 -1.92991
C 0.11555 -5.11251 -1.37863
C 1.12355 -4.98275 -0.44136
C 1.54486 -3.70924 -0.07754
N 0.99754 -2.61900 -0.59979
C 0.02808 -2.73924 -1.49360
C -3.76566 -0.88797 -1.08263
C -4.38294 -0.81644 0.15160
H -5.30255 -2.80504 2.75087
H -5.94410 -1.21150 2.34597
H -4.36132 -1.36110 3.10017
H -3.74445 -3.92960 1.24709
H -2.67010 -4.08612 -0.92843
H -2.91216 -1.31464 -3.38746
H -1.32118 -4.91207 -3.53843
H -0.23581 -6.09061 -1.68875
H 1.58514 -5.85699 -0.00157
H 2.34783 -3.54774 0.63188
H -0.36644 -1.81376 -1.88884
H -3.75518 -0.01808 -1.73002
H -4.85258 0.11339 0.44928